{
  "formula": "C5H6ClN2",
  "method": "ωB97M-V/def2-TZVPD",
  "species": ["C", "C", "C", "C", "C", "N", "N", "Cl", "H", "H", "H", "H", "H", "H"],
  "positions_angstrom": [[0.05689, 1.47219, -1.99499], [2.20126, 0.77217, -1.88752], [-0.24601, -0.67471, 0.91079], [-0.65243, 0.04148, -0.13672], [-1.06473, -1.13805, 2.00599], [1.58304, 0.32229, -0.86532], [0.23363, 0.62290, -1.02935], [3.62299, 1.00312, -2.50205], [-0.93669, 1.67425, -2.32616], [0.94275, -0.71336, 1.02223], [-1.78675, 0.30315, -0.26464], [-1.14099, -0.49179, 2.88772], [-2.19394, -1.27317, 1.75136], [-0.61900, -1.92048, 2.42865]],
  "forces_ev_per_a": [[2.38, -1.35, -0.45], [-4.56, 0.37, 2.66], [3.50, 1.68, -0.35], [-3.44, -0.16, 1.00], [-4.25, 2.27, -0.62], [1.68, 0.01, -1.64], [1.07, 0.71, -0.64], [0.97, 0.13, -0.68], [-0.77, 0.54, -0.14], [-2.78, -0.38, -0.15], [2.44, -0.45, -0.17], [0.42, 0.77, -0.42], [2.11, -0.23, 0.18], [1.25, -3.91, 1.43]],
  "mulliken_charge": [-0.20, 0.51, 0.19, -0.08, -1.31, -0.54, 0.52, 0.08, 0.30, 0.27, 0.20, 0.31, 0.32, 0.41],
  "e_tot_ha": -763.30173,
  "homo_energy_ev": [-13.8, -13.8],
  "mol_weight_g_mol": 129.57,
  "lumo_ev": [-6.5, -6.5],
  "spin_multiplicity": 1,
  "charge": 1,
  "de_lowest_kcal_mol": 126.9
}